1) Here is a 2-piece molecular cluster, C2H9N3O overall from OMol25. Energies are from wB97M-V/def2-TZVPD.

E_LUMO = 0.0 eV
Structure (SMILES) = NN=O.CNC
Net charge = 0

```
15
Properties=species:S:1:pos:R:3:nbo_charge:R:1
N 1.7750 1.0188 -0.8514 -0.562
N 2.0757 0.9278 0.4100 0.253
O 2.2127 -0.2851 0.7294 -0.432
H 2.1724 1.8463 -1.2812 0.390
H 1.8996 0.1322 -1.3328 0.378
C -0.8283 -1.2755 -0.5358 -0.413
N -0.6186 -0.6182 0.7386 -0.663
C -1.4526 0.5577 0.8975 -0.411
H -0.1364 -2.1180 -0.6306 0.199
H -0.6479 -0.5966 -1.3779 0.144
H -1.8447 -1.6753 -0.6177 0.189
H 0.4245 -0.5362 1.0161 0.388
H -2.5168 0.2983 0.8745 0.187
H -1.2442 1.0342 1.8593 0.202
H -1.2703 1.2895 0.1020 0.152
```

2) Here is a 2-piece molecular cluster, C2H9N3O overall from OMol25. Energies are from wB97M-V/def2-TZVPD.

E_LUMO = 0.6 eV
Structure (SMILES) = NC=O.NCN
Net charge = 0

```
15
Properties=species:S:1:pos:R:3:nbo_charge:R:1
N 1.1885 -0.6186 0.0025 -0.869
C 2.3651 0.0609 0.0962 0.522
O 3.4897 -0.4334 0.2731 -0.618
H 0.2993 -0.1332 -0.3408 0.432
H 1.1992 -1.3474 0.6724 0.380
H 2.0970 1.0745 -0.1731 0.085
N -1.2142 -0.1060 -1.0884 -0.856
C -2.5379 0.1352 -0.2125 -0.041
N -2.4255 0.9048 0.9972 -0.890
H -1.4288 -1.0716 -1.2995 0.360
H -1.4498 0.4650 -1.9637 0.367
H -3.2670 0.5783 -0.8669 0.173
H -2.7408 -0.9060 0.0279 0.184
H -2.3324 0.4746 1.8994 0.378
H -2.0996 1.8954 1.1781 0.393
```

2) is the most stable structure; the next one sits 0.0682 hartree above it.

1) Here is a 2-piece molecular cluster, C5H11N2O2 overall from OMol25. Energies are from wB97M-V/def2-TZVPD.

E_LUMO = -2.9 eV
Net charge = +1

```
20
Properties=species:S:1:pos:R:3:nbo_charge:R:1
C -1.0240 1.3508 0.1295 0.331
C -0.9775 -0.9237 -0.2444 -0.273
C -2.4521 -0.3483 -0.3796 -0.253
C 2.0368 -1.1170 0.6787 -0.717
C 1.8118 0.1519 -0.0459 0.892
N -0.2643 0.3201 0.0522 -0.491
N -2.3101 1.1026 -0.1747 -0.567
O 2.1337 1.3806 0.3862 -0.680
O 1.9541 0.0936 -1.3500 -0.656
H -0.6855 2.2960 0.4106 0.220
H -1.0777 -1.6292 0.6816 0.226
H -0.7155 -1.3165 -1.2030 0.236
H -2.9817 -0.3512 -1.4426 0.221
H -3.1701 -0.9200 0.2143 0.228
H 3.1788 -1.2172 0.6362 0.281
H 1.6496 -0.9432 1.6578 0.250
H 1.3955 -1.9644 0.3252 0.280
H -2.9392 1.6552 0.3832 0.416
H 2.5427 1.5343 1.2235 0.525
H 1.8945 0.8458 -1.9388 0.532
```

2) Here is an isolated ion of composition C5H11N2O2 and charge +1 from OMol25. Energies are from wB97M-V/def2-TZVPD.

E_LUMO = -3.1 eV
Net charge = +1

```
20
Properties=species:S:1:pos:R:3:nbo_charge:R:1
C -0.9440 -0.6990 1.4612 0.812
C 1.2517 -1.4431 0.7484 -0.256
C 1.0691 -1.2156 -0.7799 -0.065
C -0.3213 0.6379 -0.1549 0.249
C -0.2221 2.0056 0.4601 -0.676
N 0.0959 -1.4844 1.5493 -0.620
N -1.5965 0.7010 -1.0418 -0.740
O -2.0334 -0.5187 1.7908 -0.494
O 0.6842 0.2051 -0.9647 -0.549
H 1.7768 -2.4297 0.8362 0.249
H 1.8879 -0.6581 1.1165 0.218
H 2.0292 -1.3079 -1.4097 0.245
H 0.3333 -1.8873 -1.1574 0.186
H -1.2115 2.3295 0.7087 0.213
H 0.1365 2.6428 -0.2511 0.222
H 0.3220 2.1017 1.4218 0.258
H 0.0129 -1.8858 2.4831 0.432
H -1.3273 1.1245 -1.9417 0.429
H -2.2244 1.4166 -0.6601 0.438
H -2.1464 -0.1639 -1.2780 0.448
```

1) is the most stable structure; the next one sits 0.0322 hartree above it.

1) Here is C4H10BrF6MgO3PS4SbTe as an isolated structure from OMol25. Energies are from wB97M-V/def2-TZVPD.

E_LUMO (alpha / beta) = 3.6 / 3.6 eV
⟨S²⟩ = 0.7599
Multiplicity = 2
Net charge = -2

```
32
Properties=species:S:1:pos:R:3:mulliken_spin:R:1
Mg 0.5645 2.5640 -0.3040 0.021
S 3.1783 1.1099 -0.9675 0.354
S 3.3337 -0.7607 -1.3459 0.337
S 2.9028 -0.7631 -3.4534 0.151
S 1.1489 0.0125 -3.6069 0.114
C -0.7708 -4.1183 -0.9276 0.000
C -1.0992 -2.9900 0.0784 -0.001
O -0.3842 -1.7890 -0.4575 0.002
P 0.0867 -0.6892 0.6372 -0.007
O 0.1839 0.6265 -0.0235 0.009
Te 2.0312 -1.7270 1.7013 0.030
O -1.0927 -0.7402 1.7558 -0.001
C -0.9504 -0.4845 3.2185 -0.001
C -2.3530 -0.6498 3.7911 0.001
H -1.2006 -5.0714 -0.6583 0.000
H 0.3088 -4.2572 -0.9580 0.000
H -1.2097 -3.8594 -1.9225 0.001
H -0.7230 -3.1761 1.0940 0.001
H -2.1418 -2.6576 0.1428 0.000
H -0.6416 0.5617 3.3800 0.000
H -0.1807 -1.1737 3.6055 0.000
H -3.1702 -0.3123 3.1415 0.000
H -2.4615 -0.1930 4.8163 0.000
H -2.5464 -1.7164 3.9714 0.000
F 2.2202 2.8876 -3.5544 -0.002
Sb 1.0255 4.1863 -2.8175 -0.011
F 2.3340 5.5003 -3.1965 0.000
F 0.0207 4.6178 -4.3371 -0.001
F 0.0440 5.3879 -1.7180 0.000
F -0.1303 2.6328 -2.0369 0.004
F 1.8709 3.7477 -0.9375 0.000
Br -0.1977 3.2939 1.8894 0.000
```

2) Here is C4H10BrF6MgO3PS4SbTe as an isolated structure from OMol25. Energies are from wB97M-V/def2-TZVPD.

E_LUMO (alpha / beta) = 2.6 / 2.5 eV
⟨S²⟩ = 0.7690
Multiplicity = 2
Net charge = -2

```
32
Properties=species:S:1:pos:R:3:mulliken_spin:R:1
Mg 1.2970 -1.2245 1.4295 0.007
S -0.8230 -1.1676 3.7914 0.075
S -2.1645 -0.2911 2.6726 0.079
S -3.0451 -1.2476 1.1414 0.184
S -1.3371 -1.7510 -0.1388 0.637
C -2.8413 0.8206 -2.2944 0.000
C -2.3512 1.5853 -1.0499 -0.001
O -1.2662 0.9698 -0.7304 0.019
P -0.4191 1.6078 0.8550 -0.012
O 0.5050 0.2947 1.0292 0.000
Te -1.5187 2.7673 2.3771 0.021
O 0.5260 2.3806 -0.0101 -0.001
C 1.4888 2.2662 -0.7012 0.002
C 2.2494 3.6189 -1.7575 0.000
H -3.8676 1.6843 -2.6894 -0.001
H -3.3633 0.0390 -2.2420 0.001
H -2.0871 0.9982 -3.2479 0.001
H -3.3122 2.1320 -0.1110 0.001
H -1.9911 2.7372 -1.3474 0.005
H 1.2941 1.6216 -1.7632 0.001
H 2.5100 1.9105 -0.4617 0.000
H 1.1466 3.5394 -2.0627 0.000
H 2.7669 2.7982 -2.2075 0.000
H 2.7659 4.2084 -1.0220 0.000
F -0.6040 -3.8427 2.0498 0.005
Sb 1.2402 -4.5851 1.2965 -0.018
F 1.6132 -5.8152 2.4783 -0.001
F 1.4440 -5.9526 -0.1004 -0.003
F 3.4922 -4.8742 0.8785 0.000
F 1.6522 -3.1760 -0.1840 -0.001
F 1.8116 -3.1822 2.7525 -0.001
Br 3.1883 -0.8701 1.3697 0.000
```

1) is the most stable structure; the next one sits 0.5602 hartree above it.